(1)
ORCA calculation (ωB97M-V/def2-TZVPD) on the molecule C3H4O2S in a non-equilibrium geometry.

SMILES	O=C1CSCO1
E	-665.36974	Eh
E_LUMO	0.7	eV
highest occupied orbital energy	-9.3163	eV
charge	0
orbital gap	10.0183	eV
largest force on an atom	0.054	Eh/bohr

Geometry as XYZ:
```
10
Properties=species:S:1:pos:R:3:forces:R:3
C 0.643572 -1.212019 0.385252 -0.84 0.28 -1.39
H 0.475475 -2.220704 0.728845 0.05 -0.10 0.36
H 0.562088 1.234669 -1.039420 -0.52 -0.36 0.00
H -1.156561 1.233503 -1.530960 0.71 -0.81 1.61
C -0.406840 0.711681 -0.839562 0.24 1.35 -0.63
O -1.041071 1.739972 1.276379 0.50 -0.96 0.60
H 1.694749 -0.983350 0.267906 0.24 0.04 0.04
O 0.034527 -0.285080 1.241247 -0.19 0.46 2.10
S -0.260819 -1.025522 -1.206349 0.34 -0.39 -0.03
C -0.545120 0.806849 0.716662 -0.53 0.50 -2.67
```
Positions in Å, forces in eV/Å.

***

(2)
ORCA calculation (ωB97M-V/def2-TZVPD) on a structure of composition C7H14O4STi in a non-equilibrium geometry.

E	-1822.99484	Eh
E_LUMO	-8.7	eV
highest occupied orbital energy	-16.7435	eV
charge	+2
orbital gap	8.0105	eV
largest force on an atom	0.024	Eh/bohr

Geometry as XYZ:
```
27
Properties=species:S:1:pos:R:3:forces:R:3
H -1.553873 1.912263 1.118727 0.08 0.17 -0.07
H -1.359071 -0.023426 2.320637 0.25 -0.22 -0.10
H -3.002585 0.378562 -1.092192 -0.12 0.08 -0.27
O -2.167682 -1.301171 0.852026 0.08 0.45 0.26
C 3.315889 -0.591283 0.410089 -0.27 0.08 -0.49
H 3.424879 0.087546 -1.655137 -0.06 -0.11 -0.22
H 0.554870 0.707245 0.543977 0.03 0.15 0.08
O 0.259185 -1.675265 0.585395 -0.76 -0.05 0.83
C 0.443876 0.725862 -0.539734 0.11 -0.34 -0.56
C 2.805069 0.229646 -0.777742 0.31 0.45 0.17
C -2.140614 0.924969 -0.723611 0.50 0.08 0.42
H 2.848783 1.290149 -0.546191 -0.10 0.14 -0.02
C -2.311692 1.215992 0.769278 0.20 -0.20 -0.09
H -2.035717 1.870061 -1.245896 -0.21 0.03 -0.27
C -0.862468 0.109608 -1.007605 -0.47 0.88 0.73
C -2.214778 -0.035115 1.654052 -0.48 0.68 0.43
H -3.266309 1.712607 0.897266 -0.17 -0.06 0.14
O 1.445368 -0.099246 -1.157611 0.31 -0.62 -0.01
Ti 1.247528 -2.650543 -0.708775 0.26 0.67 -0.57
H 0.487472 1.750944 -0.902101 0.26 0.08 -0.09
H 4.096264 -1.288374 0.122043 0.16 -0.13 -0.01
H 2.484618 -1.123572 0.873772 -0.07 -0.12 0.34
H 3.715806 0.061045 1.178256 0.12 -0.09 0.21
O -1.297603 -2.488480 -1.041641 0.63 -0.59 -0.24
H -0.779867 -0.149369 -2.059993 -0.04 -0.18 -0.11
H -3.092467 -0.147681 2.275604 -0.16 -0.32 -0.07
S -1.044881 -1.402974 -0.142892 -0.40 -0.91 -0.42
```
Positions in Å, forces in eV/Å.

***

(3)
ORCA calculation (ωB97M-V/def2-TZVPD) on a cluster of 8 separate species, C36H93N5O16 in total in a non-equilibrium geometry.

E	-2904.23307	Eh
multiplicity	2
E_LUMO (spin up / spin down)	-2.3 / -7.7	eV
highest occupied orbital energy (spin up / spin down)	-9.6798 / -9.6798	eV
charge	+1
orbital gap (spin up / spin down)	7.3494 / 2.0254	eV
largest force on an atom	0.086	Eh/bohr

Geometry as XYZ:
```
150
Properties=species:S:1:pos:R:3:forces:R:3
H 15.557060 -17.208370 -31.743910 -0.14 -0.18 -0.51
H 11.604890 -20.522120 -28.409560 0.54 -0.26 -0.57
H 8.400100 -14.903100 -29.882580 -0.56 -0.16 0.33
C 5.770230 -20.269920 -28.608910 -0.04 1.05 1.31
C 15.722360 -25.102740 -27.486980 0.10 1.24 -1.72
C 14.226710 -19.170490 -30.693470 0.04 1.23 0.71
H 21.757690 -15.183660 -28.473650 0.82 -0.53 -0.15
O 11.165960 -16.537620 -21.992540 -1.30 0.60 -0.44
O 17.281530 -16.836820 -28.487110 1.20 -0.75 1.42
H 8.133060 -16.543180 -24.667800 0.68 0.49 -0.55
H 14.705810 -21.633900 -23.197740 0.31 -0.18 0.07
H 5.549730 -21.776030 -27.078270 -0.03 -0.11 0.07
H 6.479320 -16.532380 -24.480580 -0.53 0.03 -0.37
H 13.902960 -24.114530 -22.854000 -0.63 -0.25 -0.01
H 10.025250 -15.113470 -31.601710 -0.08 -0.83 0.10
H 21.107220 -12.702430 -25.001960 -0.04 0.50 0.25
N 6.720410 -19.594100 -27.664210 0.69 -0.23 -1.75
H 14.954150 -19.161880 -29.881760 0.41 0.02 -0.02
H 1.986490 -19.982270 -27.705030 0.17 -0.12 0.23
H 17.436650 -24.698940 -28.732810 0.19 -0.18 0.00
C 10.434690 -15.109440 -30.591540 1.33 1.17 1.66
H 19.278310 -21.952780 -32.003640 0.04 0.07 -0.88
C 14.087950 -24.046160 -23.926010 2.51 1.52 0.43
H 10.099220 -12.901250 -30.428240 0.45 -0.10 -0.39
H 19.650930 -25.893800 -25.740200 -0.11 0.46 0.09
H 21.891680 -16.795290 -27.596190 -0.08 0.05 -0.22
H 13.215110 -24.523090 -27.557480 0.65 -0.51 -0.17
H 13.215540 -19.822760 -26.009670 -0.79 -0.71 0.51
H 11.462900 -21.697680 -27.107500 -0.02 0.51 0.29
H 15.871380 -19.440200 -32.067860 0.43 -0.41 -0.53
H 6.931140 -17.858090 -28.952310 -0.27 0.03 -0.13
O 12.514120 -16.633160 -28.694730 -0.46 0.26 2.06
H 12.775610 -17.321710 -20.440190 -0.07 -0.25 0.95
H 8.334750 -18.926870 -28.895160 0.04 0.00 -0.06
O 21.449820 -13.619330 -26.749650 1.48 -1.52 0.42
H 2.081200 -21.709040 -28.119590 0.10 -0.36 0.57
H 21.918730 -11.749530 -26.324740 -0.26 0.28 0.43
C 13.806450 -23.613460 -27.662320 -1.75 1.70 -2.80
H 9.091750 -17.972890 -26.856240 -0.21 -0.08 0.77
H 17.315860 -18.886440 -28.335070 0.14 -0.42 0.04
C 2.637760 -20.772760 -28.077950 0.02 0.15 -0.80
C 18.776440 -20.986970 -31.945050 1.18 1.16 0.90
C 14.773220 -16.873110 -31.064720 2.43 0.37 1.03
C 9.904540 -13.830610 -29.892990 1.59 -0.57 -1.18
H 14.184110 -19.310460 -32.756770 0.50 -0.05 -0.69
H 17.493910 -22.483650 -33.881550 -0.40 -0.01 -0.46
C 12.827140 -20.791120 -23.587130 0.35 0.48 0.50
C 15.441000 -21.687320 -33.391890 -0.26 -0.23 0.93
H 21.584360 -15.248010 -25.437010 -0.22 0.02 0.19
H 11.114530 -18.675870 -24.690200 -0.44 0.49 1.48
H 11.422780 -18.004350 -27.387360 -0.30 0.88 -0.40
O 3.826820 -20.813110 -27.327370 -2.82 1.61 2.32
H 11.232060 -15.608250 -22.223850 -0.50 0.33 0.23
H 11.579290 -21.507450 -24.766370 -0.57 -0.05 -0.87
O 11.694770 -22.667080 -28.842010 -0.31 0.11 -1.01
H 19.420240 -16.244230 -25.893970 0.09 -0.39 0.80
O 17.636120 -20.802780 -32.738590 -0.14 1.35 -0.26
H 18.871620 -18.160890 -28.863000 -0.01 -0.08 -0.19
H 13.207790 -15.481070 -21.779250 0.88 0.47 -0.04
H 10.150650 -19.781560 -25.417600 -0.07 -0.56 -0.17
C 17.785930 -18.119390 -28.950500 -0.70 1.22 0.88
H 13.498090 -23.027860 -26.796250 0.57 0.21 0.05
H 13.883020 -24.952380 -24.495980 -0.62 0.38 0.00
C 8.111720 -17.619790 -27.177130 -1.79 0.30 -1.27
O 9.579940 -21.601840 -23.429040 -0.51 1.35 -0.58
H 11.010490 -16.367590 -29.249590 0.46 -0.05 0.25
H 18.012290 -26.403000 -25.323150 0.20 -0.75 -0.01
C 18.673170 -26.145670 -26.150870 -0.21 1.02 0.46
C 14.076650 -21.536580 -24.082490 -0.67 -1.62 1.33
H 13.505170 -17.593790 -25.999940 -0.61 -0.15 0.44
H 17.191810 -26.377340 -28.028020 0.86 -0.02 -0.47
C 11.218930 -21.508660 -28.152900 0.23 -0.85 1.29
H 14.270790 -16.756890 -22.624760 0.89 0.71 0.54
C 19.318170 -16.636510 -26.905800 -2.35 0.01 1.70
C 12.356590 -17.834360 -27.923280 2.65 -1.51 -0.18
H 16.935590 -22.569650 -32.200940 0.30 -0.70 0.14
H 7.050910 -15.550710 -25.872600 0.63 0.78 0.82
C 4.929720 -21.336120 -27.859410 2.33 -1.00 -2.27
N 14.727550 -21.223260 -32.149910 3.67 1.38 -2.09
H 15.106290 -22.713580 -33.543030 -0.28 0.13 -0.64
H 15.275800 -16.844830 -30.097910 0.57 0.78 0.14
H 13.400910 -19.741010 -30.268430 -0.26 0.01 -0.60
H 4.614730 -22.106930 -28.562780 0.42 -0.49 -0.25
C 12.281100 -17.119010 -22.596360 0.17 -0.74 0.93
C 7.228410 -16.439380 -25.266910 -0.52 0.02 0.14
H 18.630810 -20.873700 -30.870780 -0.81 0.11 0.19
H 9.876150 -19.811470 -22.342480 0.70 -0.13 0.10
C 13.088970 -22.849470 -28.994830 0.34 0.03 2.69
H 6.244440 -19.180530 -26.875220 -0.34 -0.09 -0.11
H 8.796830 -19.656140 -23.656340 -0.36 -0.17 -0.02
H 19.357140 -20.111720 -32.236280 0.79 -0.55 0.11
H 14.511640 -17.799390 -27.295880 -0.10 0.32 -0.82
H 19.618060 -17.683630 -26.864430 0.49 0.10 -0.45
H 8.229120 -16.718730 -27.779140 0.52 0.79 0.83
C 21.859720 -12.697800 -25.790520 -0.66 1.46 0.26
N 11.901470 -20.557330 -24.649870 -0.16 -0.22 -1.73
C 9.731130 -20.139990 -23.371620 -0.49 0.11 -0.67
C 17.185050 -25.300490 -27.859340 -0.30 -0.43 1.79
H 10.453760 -13.740670 -28.955780 -0.43 -0.09 0.67
C 7.528560 -18.496280 -28.301240 -0.86 -1.49 1.57
C 8.377700 -22.071950 -22.806640 0.63 -0.61 1.50
H 17.238990 -17.158920 -26.353290 0.07 -0.24 -0.07
H 15.156450 -23.845880 -24.005250 0.73 -1.12 0.37
H 19.759430 -14.818020 -27.659590 -0.54 0.05 -0.03
H 8.331030 -23.160910 -22.797920 0.46 -0.08 -0.79
H 14.681260 -21.074180 -24.862710 -0.41 0.14 -0.20
O 8.548830 -13.955050 -29.856430 -1.96 -0.08 0.74
H 13.550150 -21.862250 -29.023300 0.42 0.25 -0.17
H 13.100180 -19.860840 -23.089010 0.21 0.01 0.04
C 13.491560 -16.526750 -21.898170 -0.43 -0.92 -2.37
H 2.812070 -20.559970 -29.132670 0.34 0.32 -0.20
C 14.833330 -19.767630 -32.010040 -2.75 0.42 1.72
H 13.271410 -23.379690 -29.929540 0.02 -0.31 0.13
H 11.517020 -14.981070 -30.578060 0.28 -0.05 -0.78
C 17.005060 -21.929400 -33.080340 -2.21 -1.03 1.05
H 15.266890 -20.964420 -34.188890 -0.10 -0.37 -0.03
H 13.123770 -16.809640 -29.414990 -0.05 -0.46 -0.10
C 17.780880 -16.550160 -27.077080 0.06 0.22 -2.37
H 15.075970 -21.792730 -31.392010 -0.76 -0.31 1.02
H 15.146040 -25.774850 -28.122750 -0.14 -0.33 0.36
O 13.793310 -19.531240 -26.718750 -0.13 0.03 -0.41
H 7.380910 -21.745990 -23.103720 0.38 0.70 -0.74
O 10.193700 -16.261520 -29.742740 -1.67 0.86 -1.71
O 18.057840 -24.974810 -26.736540 0.26 -0.77 -1.43
H 17.474900 -18.259710 -29.985720 0.05 0.19 -0.07
H 5.013400 -19.554890 -28.931460 -0.16 0.37 -0.31
H 12.276810 -21.430830 -22.897200 0.63 -0.14 0.80
H 17.500870 -15.505370 -26.942490 -0.17 -0.06 0.01
N 15.251010 -23.744940 -27.943810 -0.72 -1.24 1.53
H 18.898800 -26.961900 -26.837140 -0.60 0.00 -0.23
O 7.052670 -17.470340 -26.186610 1.46 -1.47 -0.88
H 12.484630 -18.638080 -28.648360 -0.53 -0.32 0.05
H 15.747460 -23.102320 -27.343240 0.00 0.49 0.02
H 15.600070 -25.329080 -26.427770 -0.28 0.11 0.07
H 12.349180 -17.066330 -23.682960 -0.31 0.32 -0.19
C 13.555900 -18.169050 -26.924390 0.44 1.52 -0.62
H 14.502480 -15.862220 -31.369520 -0.73 -0.33 0.05
O 13.751110 -17.777600 -30.854450 -1.22 -2.92 -1.24
H 10.132440 -21.432100 -28.194990 0.02 -0.45 -0.43
C 21.976080 -14.909120 -26.396080 -1.43 -0.91 -1.87
H 23.063600 -14.927930 -26.325020 0.12 0.24 -0.20
O 13.631710 -22.856800 -24.514930 -1.83 1.12 -1.11
C 21.468390 -15.791030 -27.616030 -0.06 1.33 0.71
O 13.687730 -17.181580 -20.704770 0.18 -0.12 0.85
H 12.159170 -18.158170 -22.290760 0.48 -0.28 -0.43
N 20.006180 -15.789760 -27.781790 1.62 -0.25 -1.17
H 6.271720 -20.569600 -29.529130 0.30 -0.47 0.31
H 22.822600 -12.824260 -25.295560 0.27 -0.63 -0.37
H 8.466700 -21.905400 -21.733120 -0.14 0.56 0.27
C 10.733100 -19.679450 -24.501950 0.19 -1.67 0.00
```
Positions in Å, forces in eV/Å.

***

(4)
ORCA calculation (ωB97M-V/def2-TZVPD) on a structure of composition C21H28F3O4Sc in a non-equilibrium geometry.

E	-2178.19459	Eh
E_LUMO	-0.8	eV
highest occupied orbital energy	-5.0681	eV
charge	0
orbital gap	4.2411	eV
largest force on an atom	0.086	Eh/bohr

Geometry as XYZ:
```
57
Properties=species:S:1:pos:R:3:forces:R:3
H -3.043030 0.827779 -1.153010 0.38 0.17 -0.10
C 2.467539 -2.566235 0.258855 0.03 -0.75 0.15
H -3.616417 3.128438 -1.433466 0.64 -0.01 -0.34
C -0.409383 -2.119501 -3.024827 0.14 0.34 -0.03
H -1.654258 1.017378 -2.300273 -0.30 -0.04 0.11
C -2.536831 -1.558361 2.717443 0.21 -0.25 -0.33
H -0.393788 -2.750308 -3.916907 -0.15 -0.04 0.12
C 2.595160 -1.944454 1.539825 0.04 -0.97 0.36
H -0.361845 3.012896 0.704505 -0.19 0.00 -0.12
C -1.577291 0.192078 3.825566 -0.46 0.08 -0.13
H 2.016890 -0.224417 -4.455569 -0.10 -0.19 -0.08
H 2.022506 -3.090375 -2.228107 0.05 -0.06 -0.42
C -3.144071 -0.369658 2.250909 0.05 0.21 -0.24
H -0.540552 -3.160979 1.658973 0.27 0.37 -0.03
C 1.707453 2.559518 3.177345 -0.17 1.13 0.20
H 0.706229 -3.655745 -0.670235 0.23 0.17 0.42
H 3.020653 -1.771909 -2.858211 -0.10 -0.14 -0.14
H 3.214829 -2.566125 -0.542109 -0.30 -0.06 0.52
H -0.940077 -1.901674 4.248044 -0.23 0.13 -0.10
C 2.098268 -2.342886 -3.021720 0.20 -0.09 0.20
F 1.372956 3.470295 2.231766 0.15 -0.30 0.09
C 1.363377 1.102282 2.734677 0.06 -1.93 3.55
O 1.278212 0.881690 1.461510 0.21 -0.54 -0.33
H 2.143016 -2.812529 -4.006810 0.00 -0.06 0.13
H -1.031759 4.463845 -1.733703 0.18 -0.27 0.33
H -2.779526 -2.574932 2.407482 -0.10 0.18 0.07
C 0.473691 -2.855484 1.406226 0.53 -0.28 0.08
H -1.959713 4.393994 -0.233569 -0.27 -0.01 -0.34
H -3.945468 -0.297832 1.511998 0.21 -0.06 0.22
H -1.221142 -1.399553 -3.107591 -0.12 -0.06 0.06
F 1.083780 2.961241 4.312390 0.53 -0.80 -0.94
C -2.548568 0.713138 2.934235 0.19 -0.12 0.22
H 0.363155 2.729449 -0.864318 -0.08 -0.30 0.03
C 1.372026 0.542224 -2.516425 -0.23 0.93 0.53
H -2.496875 3.078748 -2.872437 -0.33 0.00 0.52
O 1.275090 0.290135 3.686213 0.72 2.43 -2.99
H -0.543806 -2.724762 -2.130785 -0.15 -0.12 -0.11
H -0.987468 0.764661 4.537824 -0.16 -0.14 -0.21
C 1.128435 -0.183658 -3.830126 0.58 0.49 0.68
O 1.063663 -0.639882 -1.649969 -0.06 0.60 -3.08
C 0.915626 -1.414608 -2.958167 0.12 -1.11 -0.21
Sc 1.099088 -0.808700 0.312825 -2.48 2.80 2.39
C -0.600590 2.769708 -0.329731 0.12 0.03 -0.35
C 1.366754 -2.141269 2.249684 0.59 -0.80 -0.04
H 3.467857 -1.404131 1.916706 -0.38 -0.23 -0.15
C 1.138815 -3.127315 0.182548 0.73 -0.05 0.04
H 2.394432 0.883246 -2.303071 -0.43 0.03 -0.10
O -1.285070 1.507606 -0.324573 0.18 0.20 -0.55
C -1.521602 3.782128 -1.027008 -0.60 -0.06 0.22
H 1.181124 -1.838230 3.276483 -0.15 0.16 -0.58
C -1.566637 -1.210908 3.680617 0.18 0.12 0.11
C -2.193247 1.464851 -1.440169 0.41 0.03 0.17
F 3.048673 2.702125 3.385820 -0.76 -0.37 -0.15
H -2.799124 1.766611 2.821701 -0.01 -0.20 0.00
C -2.585857 2.917539 -1.782661 0.13 0.02 0.35
H 0.601539 1.290007 -2.325707 0.45 0.13 0.22
H 0.303150 0.242822 -4.390915 -0.24 -0.35 0.06
```
Positions in Å, forces in eV/Å.